Record 1
Computed, not measured: a 6-piece molecular cluster, C22H52BBrFN5O9P overall at a distorted geometry, with the ωB97M-V functional and the def2-TZVPD basis.

Last column: Löwdin charge in e.
Atoms and positions in Å:
C (6.90557, -1.31816, 4.09338)  -0.11
C (5.80413, -0.23450, 3.47195)  -0.24
O (4.48993, -0.66409, 3.96628)  -0.22
C (3.47001, -0.71433, 2.91251)  -0.16
C (3.12470, 0.70856, 2.18479)  -0.18
O (3.46839, 1.91688, 2.93975)  -0.21
C (2.76529, 2.02697, 4.21955)  -0.17
C (1.13930, 1.85971, 4.16062)  -0.16
O (0.83363, 0.57867, 4.88150)  -0.25
C (-0.16649, -0.18637, 4.11524)  -0.28
B (-0.61220, -1.53362, 4.96472)  -0.83
F (0.55318, -2.23027, 5.60709)  -0.13
P (-1.59177, -2.77520, 3.82353)  0.57
O (-0.55813, -4.17454, 3.71778)  -0.46
Br (-1.94859, -1.82529, 1.75915)  0.17
H (6.58261, -1.70705, 5.17318)  0.09
H (6.94331, -2.21041, 3.33311)  0.07
H (7.96343, -0.82326, 4.20058)  0.06
H (5.88631, -0.09689, 2.31375)  0.12
H (6.06566, 0.79904, 4.00017)  0.12
H (2.44691, -1.21947, 3.25323)  0.14
H (3.90261, -1.43383, 2.06398)  0.10
H (2.00557, 0.67044, 1.79436)  0.12
H (3.78728, 0.73983, 1.19204)  0.12
H (3.16022, 1.29729, 5.06240)  0.14
H (2.98208, 3.12514, 4.63273)  0.13
H (0.67262, 2.71466, 4.83906)  0.13
H (0.67446, 1.81030, 3.08833)  0.12
H (0.31906, -0.46984, 3.07180)  0.07
H (-1.10426, 0.53664, 3.99649)  0.12
H (-1.31608, -1.15750, 5.84606)  0.05
H (0.01284, -4.10927, 2.89482)  0.04
C (-4.19089, 2.69309, 0.89615)  -0.33
O (-3.79785, 2.51138, 2.04170)  0.00
N (-3.70934, 2.05278, -0.22537)  -0.20
C (-4.22899, 2.32450, -1.54909)  -0.07
C (-2.64962, 1.07645, -0.07711)  -0.08
H (-4.99373, 3.41401, 0.67074)  0.10
H (-4.63289, 1.39804, -1.96742)  0.08
H (-3.41394, 2.68876, -2.18092)  0.06
H (-5.02068, 3.07784, -1.51448)  0.09
H (-2.99211, 0.27754, 0.58742)  -0.01
H (-1.77935, 1.56171, 0.37502)  0.09
H (-2.37368, 0.65531, -1.04757)  0.09
C (4.62628, -1.79760, -0.83631)  -0.29
O (4.51864, -1.29938, 0.27723)  -0.03
N (3.59702, -2.34972, -1.56808)  -0.19
C (3.80709, -2.92051, -2.88192)  -0.07
C (2.26180, -2.36018, -1.00659)  -0.03
H (5.59763, -1.84172, -1.35557)  0.13
H (3.18844, -2.38099, -3.60485)  0.09
H (3.51391, -3.97399, -2.86066)  0.06
H (4.85620, -2.84572, -3.18073)  0.08
H (1.95273, -1.33030, -0.80414)  0.10
H (2.27656, -2.91520, -0.06372)  0.10
H (1.55551, -2.82748, -1.69802)  0.09
C (4.32628, -6.85474, -3.51488)  -0.33
O (4.21864, -6.35653, -2.40134)  0.00
N (3.29702, -7.40686, -4.24665)  -0.21
C (3.50709, -7.97766, -5.56049)  -0.07
C (1.96180, -7.41732, -3.68516)  -0.05
H (5.29763, -6.89887, -4.03414)  0.13
H (2.88844, -7.43813, -6.28342)  0.09
H (3.21391, -9.03113, -5.53923)  0.09
H (4.55620, -7.90287, -5.85930)  0.08
H (1.65273, -6.38744, -3.48272)  0.09
H (1.97656, -7.97234, -2.74229)  0.10
H (1.25551, -7.88462, -4.37659)  0.09
C (-2.57372, 2.65702, -5.49135)  -0.31
O (-2.68136, 3.15524, -4.37781)  0.01
N (-3.60298, 2.10490, -6.22312)  -0.21
C (-3.39291, 1.53411, -7.53696)  -0.07
C (-4.93820, 2.09444, -5.66164)  -0.05
H (-1.60237, 2.61290, -6.01061)  0.13
H (-4.01156, 2.07363, -8.25989)  0.09
H (-3.68609, 0.48063, -7.51570)  0.09
H (-2.34380, 1.60890, -7.83577)  0.08
H (-5.24727, 3.12432, -5.45919)  0.10
H (-4.92344, 1.53942, -4.71876)  0.09
H (-5.64449, 1.62714, -6.35306)  0.09
C (-6.42666, 6.21308, 1.43703)  -0.32
O (-5.77640, 5.72914, 0.51903)  -0.01
N (-5.91316, 6.63749, 2.64364)  -0.21
C (-6.75142, 7.20050, 3.68115)  -0.07
C (-4.48967, 6.51734, 2.88332)  -0.04
H (-7.51775, 6.34969, 1.35986)  0.13
H (-6.41095, 8.21712, 3.89796)  0.09
H (-6.66371, 6.58364, 4.58004)  0.09
H (-7.79850, 7.23174, 3.36787)  0.08
H (-3.95101, 7.08991, 2.12229)  0.09
H (-4.20249, 5.46472, 2.80089)  0.09
H (-4.23218, 6.89260, 3.87738)  0.09

Values from the calculation:
total charge = -1
highest occupied orbital energy = -3.70 eV
HOMO-LUMO gap = 5.394 eV

---

Record 2
Computed, not measured: C22H52Br3N3O11P2 as an isolated structure at a distorted geometry, with the ωB97M-V functional and the def2-TZVPD basis.

Last column: Löwdin charge in e.
Atoms and positions in Å:
C (14.05559, 18.08941, -2.91529)  -0.29
O (13.60493, 16.98459, -3.26397)  -0.03
N (15.14754, 18.60814, -3.47727)  -0.15
C (15.82993, 19.81329, -2.98972)  -0.06
C (16.01713, 17.89724, -4.48654)  0.00
H (13.76977, 18.63027, -1.99989)  0.14
H (15.67129, 20.72168, -3.57090)  0.09
H (16.89400, 19.63410, -2.83558)  0.09
H (15.57305, 20.04544, -1.95616)  0.08
H (16.43895, 18.38913, -5.36301)  0.10
H (16.85070, 17.55386, -3.87388)  0.09
H (15.46050, 17.01109, -4.79148)  0.06
C (18.74159, 12.28137, -1.87327)  -0.33
O (19.53637, 12.30052, -0.94113)  0.00
N (18.42479, 13.24610, -2.80218)  -0.12
C (17.66085, 13.02143, -4.06436)  -0.16
C (19.08902, 14.54197, -2.78959)  -0.05
H (18.16550, 11.37411, -2.11236)  0.13
H (16.79237, 12.38009, -3.91424)  -0.09
H (18.22952, 12.38285, -4.74032)  0.03
H (17.43868, 13.97415, -4.54505)  0.11
H (18.38926, 15.37308, -2.70191)  0.07
H (19.75911, 14.67271, -1.93992)  0.10
H (19.55859, 14.62621, -3.76966)  0.06
C (12.43797, 13.54239, -9.26436)  -0.35
O (12.01248, 12.52272, -9.87508)  -0.03
N (11.82545, 14.19812, -8.30026)  -0.22
C (12.43135, 15.38992, -7.71045)  -0.07
C (10.42050, 13.96893, -8.03619)  -0.01
H (13.47428, 13.86742, -9.44496)  0.15
H (12.55300, 15.29374, -6.63154)  -0.03
H (11.88626, 16.32040, -7.86924)  0.09
H (13.41087, 15.60319, -8.13839)  0.10
H (10.11208, 13.02545, -8.48655)  0.10
H (10.35620, 13.96337, -6.94810)  0.07
H (9.74412, 14.72172, -8.44106)  0.10
C (14.35947, 10.61228, -3.97324)  -1.22
Br (15.26764, 12.06390, -2.97009)  1.05
Br (12.35258, 10.83619, -4.25772)  0.81
Br (14.75561, 8.93215, -2.96955)  0.55
H (14.83160, 10.59308, -4.95549)  -0.06
C (15.16430, 14.70543, -1.94247)  -0.12
C (15.65578, 14.99043, -3.28203)  -0.39
O (15.26700, 14.01565, -4.14455)  -0.49
P (13.83284, 14.04156, -4.96863)  0.67
O (13.66562, 15.20962, -5.92623)  -0.23
O (13.83438, 12.55118, -5.60441)  -0.47
C (12.94759, 12.16412, -6.69033)  -0.31
C (13.72668, 11.32132, -7.56133)  -0.11
O (12.60718, 13.94733, -3.82463)  -0.27
C (11.17175, 14.02911, -4.12552)  -0.24
C (10.71787, 15.24934, -3.35312)  -0.07
H (14.09999, 14.50779, -2.07007)  0.07
H (15.66912, 13.85699, -1.48050)  0.03
H (15.20189, 15.62199, -1.35374)  0.10
H (15.16428, 15.86438, -3.70953)  0.05
H (16.74545, 15.01626, -3.29040)  0.08
H (12.00686, 11.80039, -6.27701)  0.04
H (12.64461, 13.05978, -7.23265)  0.08
H (14.40412, 11.97959, -8.10525)  0.10
H (14.25344, 10.52152, -7.04080)  0.09
H (13.16520, 10.84087, -8.36258)  0.12
H (10.87972, 14.14828, -5.16888)  0.09
H (10.83141, 13.09438, -3.67993)  0.08
H (10.69653, 16.09894, -4.03564)  0.08
H (9.69972, 15.10297, -2.99251)  0.08
H (11.32554, 15.54424, -2.49763)  0.08
C (22.10337, 12.68302, -5.77361)  -0.05
C (20.87276, 12.93089, -4.80860)  -0.20
O (19.81418, 11.98285, -5.10101)  -0.26
P (19.02783, 11.76501, -6.56063)  0.57
O (18.73778, 13.03869, -7.32352)  -0.24
O (19.83473, 10.58080, -7.37162)  -0.20
C (20.13985, 9.23106, -6.93345)  -0.24
C (19.29758, 8.02417, -7.42331)  -0.07
O (17.71654, 10.97322, -6.04182)  -0.19
C (16.47586, 10.95203, -6.60745)  -0.24
C (15.77747, 12.37053, -6.58503)  -0.08
H (21.84042, 12.91179, -6.80639)  0.07
H (22.99531, 13.30194, -5.67617)  0.07
H (22.47924, 11.65990, -5.78282)  0.07
H (21.10639, 12.74611, -3.76007)  0.12
H (20.42788, 13.92333, -4.73624)  0.08
H (21.16577, 8.90424, -7.10309)  0.11
H (20.00763, 9.30436, -5.85398)  0.10
H (19.62372, 7.06567, -7.01957)  0.08
H (18.23641, 8.22157, -7.27143)  0.06
H (19.36706, 7.92784, -8.50681)  0.07
H (16.47767, 10.47490, -7.58750)  0.14
H (15.84858, 10.27397, -6.02880)  0.08
H (15.76429, 12.89203, -5.62797)  0.05
H (16.32167, 12.99731, -7.29149)  0.10
H (14.76459, 12.30174, -6.98184)  -0.02

Values from the calculation:
energy above the lowest of the compared OMol25 structures with the same formula, charge and spin = 12.579 eV
highest occupied orbital energy = -8.31 eV
HOMO-LUMO gap = 8.060 eV